1.
C5H8N2 | wB97M-V/def2-TZVPD

Results
LUMO   -0.47 eV
HOMO level   -0.3364 Eh
Energy relative to the best compared isomer or geometry (same formula, charge and spin)   95.7 kcal/mol
HOMO-LUMO gap   8.683 eV
Net charge   0

Geometry (Å):
N1 0.103 2.070 0.772
C1 -0.570 0.893 0.269
C2 -1.759 1.163 -0.596
N2 -2.648 1.390 -1.303
C3 0.250 0.171 -0.769
C4 0.076 -1.286 -0.670
C5 1.291 -1.560 0.277
H1 -0.547 2.716 1.209
H2 0.567 2.538 -0.001
H3 -0.917 0.275 1.115
H4 2.182 -1.018 -0.059
H5 -0.842 -1.661 -0.189
H6 0.240 -1.802 -1.620
H7 1.509 -2.631 0.261
H8 1.066 -1.258 1.305

=====

2.
C5H8N2 | wB97M-V/def2-TZVPD

Results
LUMO   1.05 eV
HOMO level   -0.3284 Eh
Structure (SMILES)   Cc1ccn(C)n1
Energy relative to the best compared isomer or geometry (same formula, charge and spin)   10.7 kcal/mol
HOMO-LUMO gap   9.981 eV
Net charge   0

Geometry (Å):
C1 1.890 -0.221 1.655
C2 0.715 -0.245 0.731
C3 -0.217 -1.294 0.604
C4 -1.111 -0.852 -0.343
N1 -0.695 0.378 -0.725
C5 -1.245 1.207 -1.775
N2 0.422 0.761 -0.084
H1 2.400 -1.190 1.643
H2 1.570 -0.034 2.687
H3 2.600 0.554 1.360
H4 -0.207 -2.225 1.152
H5 -1.990 -1.308 -0.780
H6 -2.328 1.065 -1.820
H7 -0.807 0.958 -2.748
H8 -1.025 2.251 -1.542

=====

3.
C5H8N2 | wB97M-V/def2-TZVPD

Results
LUMO   0.48 eV
HOMO level   -0.3596 Eh
Energy relative to the best compared isomer or geometry (same formula, charge and spin)   56.4 kcal/mol
HOMO-LUMO gap   10.270 eV
Net charge   0

Geometry (Å):
C1 -0.436 1.454 -0.889
C2 -0.725 0.110 -0.260
C3 -0.065 -1.209 -0.753
N1 -0.018 -1.603 0.659
C4 0.013 -0.241 1.040
C5 1.496 0.417 0.992
N2 2.024 0.860 1.933
H1 0.641 1.582 -1.035
H2 -0.947 1.562 -1.850
H3 -0.780 2.257 -0.226
H4 -1.804 -0.051 -0.152
H5 0.931 -0.991 -1.177
H6 -0.629 -1.885 -1.398
H7 0.630 -2.270 1.062
H8 -0.332 0.007 2.053

=====

> Look up the HOMO level of the third one.

-0.3596 Eh

=====

> HOMO-LUMO gap of number 3 (C5H8N2)?

10.270 eV